74
Properties=species:S:1:pos:R:3:forces:R:3:mulliken_charge:R:1 method="wB97M-V/def2-TZVPD" largest_force_ev_per_a=0.501 e_above_lowest_kcal_mol=6.1 e_homo_ha=-0.6051 lumo_ev=-10.45 charge=+3 total_energy_ha=-2770.44841 gap_ev=6.020
Au 0.07297 0.74217 0.37814 0.0 -0.3 0.1 1.643
N -2.65314 1.03903 3.48836 -0.1 -0.1 0.0 -0.042
C -3.48247 0.16949 2.77078 -0.1 0.2 0.2 0.755
C -4.71485 -0.39552 3.08225 0.1 0.0 0.1 -1.205
C -5.28639 -1.18047 2.10515 0.0 0.0 0.0 -0.607
C -4.66227 -1.38691 0.86190 0.0 0.0 0.0 -0.742
C -3.44569 -0.81101 0.56214 -0.1 0.0 -0.1 -0.374
C -2.85633 -0.02947 1.54779 0.3 0.2 -0.1 -0.058
N -1.66111 0.70343 1.55567 -0.2 -0.3 0.3 0.040
C -1.60002 1.32906 2.72464 0.0 0.1 0.0 0.463
C -0.49968 2.24796 2.98789 -0.1 -0.2 -0.2 -0.295
C -0.26375 3.08392 4.02575 0.0 0.1 0.2 -0.276
S 1.16239 3.97325 3.74252 0.0 0.1 0.1 -0.019
C 1.37101 3.19404 2.25840 -0.1 -0.2 -0.1 -0.345
N 0.43850 2.31471 1.97711 0.2 0.3 -0.3 -0.017
H -2.83532 1.40076 4.41250 0.0 0.0 0.0 0.275
H -5.20754 -0.22069 4.02944 0.0 0.0 0.0 0.504
H -6.25158 -1.63162 2.28984 0.0 0.0 0.0 0.460
H -5.15806 -2.00423 0.12465 0.0 0.0 0.0 0.498
H -2.97275 -0.95709 -0.40092 -0.1 0.0 0.0 0.436
H -0.83949 3.22787 4.92720 0.0 0.0 0.0 0.415
H 2.20552 3.41371 1.60843 0.0 0.0 0.0 0.444
C 0.10190 -1.62968 -1.86827 0.1 -0.1 -0.1 -1.044
C 1.09308 -0.65660 -2.49835 0.0 0.0 0.0 -1.599
P 1.09091 0.98150 -1.68936 0.2 -0.1 -0.2 1.498
C 2.62248 1.80823 -2.07362 0.0 0.0 0.3 1.008
C 2.74371 2.22153 -3.40503 0.2 0.0 0.0 -0.591
C 3.94491 2.76370 -3.83302 -0.1 0.0 -0.1 -0.825
C 4.99864 2.92199 -2.94190 0.0 0.0 0.0 -0.563
C 4.86628 2.53443 -1.61562 0.0 0.0 0.1 -1.033
C 3.67801 1.97518 -1.17434 0.0 0.1 -0.1 -0.075
C -0.24483 1.97150 -2.31389 -0.2 0.1 0.0 0.324
C -0.21839 3.34774 -2.03765 -0.1 0.0 0.0 -0.332
C -1.24769 4.15505 -2.48929 0.0 0.0 0.0 -0.782
C -2.30445 3.59648 -3.19873 0.0 0.0 0.0 -0.506
C -2.34096 2.23235 -3.46601 0.0 -0.1 0.0 -0.886
C -1.32061 1.41285 -3.01787 0.0 0.1 0.0 -0.662
P 0.28791 -1.55740 -0.06699 0.1 0.1 -0.4 0.405
C 1.91719 -2.09369 0.40278 0.0 0.0 0.3 0.886
C 3.04355 -1.27095 0.36174 0.0 -0.1 0.0 0.055
C 4.29189 -1.78713 0.65331 0.0 0.0 0.0 -0.704
C 4.42048 -3.12551 1.00799 0.0 0.0 0.0 -0.627
C 3.30246 -3.94491 1.07801 -0.1 0.0 0.0 -0.849
C 2.04614 -3.43617 0.79190 0.0 0.0 -0.1 -0.638
C -0.89488 -2.58621 0.74060 -0.2 0.0 0.0 0.720
C -1.54141 -3.59041 0.01043 -0.1 0.1 0.1 -0.266
C -2.41380 -4.44612 0.66208 0.0 0.0 0.0 -0.963
C -2.65478 -4.29147 2.02079 0.0 0.0 0.0 -0.585
C -2.01032 -3.29558 2.74775 0.0 0.0 0.0 -0.941
C -1.12703 -2.44350 2.11244 0.2 -0.2 0.0 -0.182
H 0.30138 -2.65183 -2.19741 0.0 0.0 0.0 0.828
H -0.93570 -1.39257 -2.10792 0.0 0.0 0.0 0.299
H 0.89529 -0.49926 -3.56077 0.0 0.0 0.0 0.754
H 2.11845 -1.02155 -2.41445 0.0 -0.1 0.0 0.628
H 1.91975 2.12496 -4.10211 0.0 0.0 0.0 0.407
H 4.05341 3.07029 -4.86461 0.0 0.0 0.0 0.460
H 5.92299 3.37041 -3.28070 0.0 0.0 0.0 0.442
H 5.68792 2.67203 -0.92553 0.0 0.0 0.0 0.472
H 3.57543 1.70216 -0.13290 0.0 -0.1 0.1 0.383
H 0.61859 3.78503 -1.50486 0.0 0.0 0.0 0.446
H -1.22181 5.22025 -2.30349 0.0 0.0 0.0 0.479
H -3.10583 4.23099 -3.55413 0.0 0.0 0.0 0.459
H -3.16112 1.81350 -4.03346 0.0 0.0 0.0 0.494
H -1.34602 0.35668 -3.25358 0.0 0.0 0.0 0.349
H 2.94298 -0.22736 0.12026 0.0 0.2 0.0 -0.355
H 5.16547 -1.14917 0.62287 0.0 0.0 0.0 0.518
H 5.39705 -3.52797 1.24325 0.0 0.0 0.0 0.437
H 3.40606 -4.98271 1.36448 0.0 0.0 0.0 0.458
H 1.18045 -4.08184 0.85290 0.0 0.0 0.0 0.452
H -1.36500 -3.72222 -1.04916 0.0 0.0 0.0 0.447
H -2.89983 -5.23912 0.10962 0.0 0.0 0.0 0.480
H -3.34460 -4.95995 2.51959 0.0 0.0 0.0 0.489
H -2.19239 -3.19592 3.80950 0.0 0.0 0.0 0.491
H -0.60325 -1.68442 2.68309 0.0 0.0 0.0 0.489